Here is a cluster of 9 separate species, C23H53Cl8N3O6 in total at a distorted geometry from the OMol25 dataset. Energies are from ωB97M-V/def2-TZVPD.

Each line ends with the Löwdin charge.
Cartesian coordinates (Å):
C1 -4.163 1.734 -3.953  -0.13
C2 -2.878 1.106 -3.471  -0.28
C3 -2.729 -0.362 -4.026  -0.17
C4 -1.440 -1.101 -3.424  -0.22
C5 -1.203 -2.505 -4.007  -0.25
C6 0.167 -3.075 -3.488  -0.12
H1 -4.231 2.795 -3.712  0.07
H2 -4.977 1.181 -3.486  0.07
H3 -4.375 1.564 -5.008  0.07
H4 -2.095 1.838 -3.670  0.10
H5 -2.926 1.045 -2.384  0.09
H6 -2.655 -0.289 -5.111  0.10
H7 -3.610 -0.941 -3.751  0.11
H8 -0.502 -0.591 -3.641  0.09
H9 -1.542 -1.105 -2.338  0.06
H10 -1.903 -3.286 -3.710  0.10
H11 -1.134 -2.525 -5.094  0.11
H12 0.968 -2.604 -4.057  0.05
H13 0.378 -2.986 -2.422  0.06
H14 0.160 -4.135 -3.742  0.06
C7 6.572 -1.711 -5.333  -0.08
C8 7.230 -1.562 -3.921  -0.16
C9 6.277 -1.414 -2.655  -0.12
C10 5.066 -0.507 -2.971  -0.14
C11 4.239 -0.221 -1.660  -0.13
C12 3.090 0.841 -1.896  -0.02
H15 5.676 -1.109 -5.486  0.07
H16 6.181 -2.707 -5.539  0.08
H17 7.296 -1.572 -6.136  0.09
H18 8.028 -2.258 -3.665  0.13
H19 7.812 -0.657 -4.098  0.11
H20 6.959 -0.799 -2.068  0.12
H21 6.057 -2.361 -2.162  0.13
H22 5.406 0.464 -3.331  0.13
H23 4.533 -1.004 -3.782  0.12
H24 3.872 -1.214 -1.399  0.12
H25 4.894 0.033 -0.827  0.12
H26 2.350 0.559 -2.645  0.09
H27 2.460 0.948 -1.013  0.04
H28 3.597 1.771 -2.156  0.07
Cl1 -2.719 3.756 4.145  0.59
C13 -1.023 3.704 3.545  -0.65
C14 -0.624 5.039 2.914  -0.64
Cl2 -1.497 5.194 1.390  0.56
H29 -0.961 2.961 2.749  0.01
H30 -0.365 3.336 4.332  0.05
H31 0.423 4.940 2.630  0.05
H32 -0.875 5.860 3.587  0.08
Cl3 0.040 0.479 5.108  0.61
C15 1.821 0.214 5.117  -0.62
C16 2.141 -0.824 6.230  -0.62
Cl4 3.945 -1.017 6.509  0.51
H33 2.420 1.116 5.240  0.07
H34 2.212 -0.221 4.197  0.05
H35 1.715 -1.803 6.010  0.05
H36 1.743 -0.393 7.149  0.06
Cl5 0.316 1.566 0.588  0.60
C17 -1.195 0.525 0.704  -0.57
C18 -1.153 -0.345 1.905  -0.70
Cl6 0.351 -1.283 1.934  0.59
H37 -1.239 -0.231 -0.080  0.04
H38 -1.988 1.267 0.792  0.06
H39 -2.057 -0.948 1.984  0.05
H40 -1.242 0.254 2.812  0.02
Cl7 -3.222 -2.496 -0.285  0.64
C19 -4.946 -2.508 -0.073  -0.67
C20 -5.201 -3.406 1.132  -0.68
Cl8 -6.929 -3.581 1.522  0.55
H41 -5.484 -2.845 -0.958  0.08
H42 -5.308 -1.503 0.146  0.07
H43 -4.751 -3.052 2.060  0.05
H44 -4.940 -4.403 0.776  0.06
C21 2.479 4.625 -0.786  0.03
N1 2.899 5.600 0.198  -0.44
O1 2.817 5.256 1.390  0.03
O2 3.278 6.690 -0.179  0.09
H45 1.941 5.176 -1.558  0.12
H46 1.911 3.979 -0.117  0.06
H47 3.287 4.012 -1.184  0.09
C22 -0.616 -3.995 4.423  0.05
N2 -2.090 -3.819 4.224  -0.44
O3 -2.746 -4.827 4.085  0.08
O4 -2.495 -2.679 4.042  0.04
H48 -0.410 -4.785 5.145  0.10
H49 -0.347 -3.027 4.844  0.07
H50 -0.216 -4.071 3.412  0.09
C23 -5.587 1.982 3.656  0.03
N3 -4.617 1.062 2.985  -0.42
O5 -4.352 0.010 3.511  0.07
O6 -4.133 1.342 1.881  0.02
H51 -5.165 2.980 3.537  0.04
H52 -5.586 1.795 4.730  0.10
H53 -6.569 2.067 3.192  0.11

F_max in hartree/bohr: 0.06230
Highest occupied orbital energy (alpha / beta) in eV: -12.157 / -12.156
Charge: +1
LUMO energy (alpha / beta) in eV: -2.2988 / -10.1129
Kohn-Sham gap (alpha / beta) in hartree: 0.3623 / 0.0751
2S+1: 2
⟨S²⟩: 0.754



Here is a cluster of 3 separate species, C23H53ClN2O6SSi in total at a distorted geometry from the OMol25 dataset. Energies are from ωB97M-V/def2-TZVPD.

Each line ends with the Löwdin charge.
Cartesian coordinates (Å):
C1 3.011 1.311 3.411  -0.10
C2 3.024 0.883 1.817  -0.39
O1 4.435 1.030 1.338  -0.14
C3 2.627 -0.701 1.568  -0.19
Si1 1.080 -0.891 0.372  0.57
O2 0.909 0.565 -0.658  -0.28
C4 -0.449 -1.093 1.525  -0.27
C5 -1.887 -1.260 0.757  -0.23
C6 -2.829 0.099 0.988  -0.20
C7 -3.661 0.445 -0.403  -0.24
S1 -3.389 2.242 -0.951  0.50
O3 -4.394 2.551 -2.120  -0.45
O4 -3.621 3.278 0.180  -0.41
Cl1 -1.462 2.496 -1.818  0.34
C8 1.306 -2.367 -0.889  -0.24
C9 2.261 -1.960 -2.185  -0.23
C10 1.763 -2.670 -3.601  -0.11
C11 2.208 -4.247 -3.741  -0.27
O5 2.427 -5.085 -2.720  -0.03
O6 2.336 -4.820 -5.119  -0.04
H1 1.915 1.454 3.849  0.09
H2 3.511 2.386 3.472  0.09
H3 3.649 0.600 4.099  0.09
H4 2.289 1.643 1.275  0.15
H5 5.025 0.702 2.086  0.10
H6 2.302 -1.117 2.639  0.09
H7 3.522 -1.375 1.226  0.10
H8 0.342 0.209 -1.428  0.04
H9 -0.416 -0.176 2.287  0.10
H10 -0.236 -2.052 2.199  0.10
H11 -2.472 -2.130 1.327  0.12
H12 -1.819 -1.580 -0.367  0.10
H13 -3.649 -0.123 1.826  0.12
H14 -2.193 1.002 1.378  0.11
H15 -3.331 -0.251 -1.288  0.11
H16 -4.819 0.293 -0.258  0.11
H17 0.278 -2.736 -1.323  0.08
H18 1.834 -3.297 -0.388  0.10
H19 2.293 -0.803 -2.398  0.10
H20 3.380 -2.299 -2.025  0.13
H21 0.592 -2.641 -3.632  0.12
H22 2.251 -2.106 -4.525  0.13
H23 1.660 -5.583 -5.117  0.13
C12 -10.403 -2.205 3.138  -0.09
C13 -9.141 -1.348 3.169  -0.27
N1 -8.487 -1.181 1.868  -0.19
C14 -7.167 -0.544 1.969  -0.25
C15 -7.122 0.900 2.464  -0.09
C16 -9.330 -0.682 0.779  -0.25
C17 -9.986 0.680 0.970  -0.09
H24 -10.189 -3.211 2.763  0.08
H25 -10.807 -2.306 4.151  0.07
H26 -11.190 -1.762 2.523  0.06
H27 -8.441 -1.837 3.857  0.12
H28 -9.397 -0.381 3.617  0.09
H29 -6.663 -0.599 0.995  0.09
H30 -6.547 -1.150 2.639  0.11
H31 -7.420 1.603 1.682  0.06
H32 -6.092 1.162 2.735  0.07
H33 -7.742 1.068 3.343  0.07
H34 -10.119 -1.420 0.585  0.10
H35 -8.751 -0.666 -0.153  0.11
H36 -10.385 0.819 1.978  0.07
H37 -10.825 0.787 0.277  0.07
H38 -9.293 1.494 0.752  0.06
C18 5.525 1.804 -2.576  -0.09
C19 6.613 1.350 -1.608  -0.27
N2 7.934 1.168 -2.219  -0.19
C20 8.896 0.523 -1.316  -0.25
C21 9.300 1.288 -0.058  -0.10
C22 8.462 2.310 -2.969  -0.25
C23 8.650 3.619 -2.210  -0.09
H39 5.397 1.087 -3.393  0.08
H40 4.568 1.882 -2.049  0.07
H41 5.735 2.788 -3.005  0.06
H42 6.283 0.393 -1.186  0.11
H43 6.649 2.064 -0.777  0.09
H44 9.804 0.266 -1.879  0.11
H45 8.478 -0.441 -1.005  0.11
H46 10.017 2.082 -0.283  0.05
H47 9.804 0.608 0.639  0.07
H48 8.450 1.720 0.468  0.06
H49 7.800 2.500 -3.823  0.10
H50 9.417 2.032 -3.433  0.11
H51 7.819 3.840 -1.536  0.07
H52 8.719 4.450 -2.918  0.07
H53 9.578 3.619 -1.635  0.05

F_max in hartree/bohr: 0.16465
Highest occupied orbital energy in eV: -7.970
LUMO energy in eV: -1.2138
Kohn-Sham gap in hartree: 0.2483
2S+1: 1
Structure (SMILES): C[C@@H](O)C[Si@](O)(CCCCS(=O)(=O)Cl)CCCC(=O)O.CCN(CC)CC.CCN(CC)CC



Here is a structure of composition C23H53F9N12O30P2S from the OMol25 dataset. Energies are from ωB97M-V/def2-TZVPD.

Each line ends with the Löwdin charge.
Cartesian coordinates (Å):
C1 3.392 -4.229 3.632  -0.08
C2 2.070 -4.984 3.471  -0.41
C3 2.178 -6.357 4.148  -0.08
C4 1.596 -5.153 1.999  -0.14
C5 2.484 -4.500 0.956  -0.20
O1 1.703 -4.380 -0.279  -0.17
P1 2.084 -3.457 -1.473  0.31
O2 1.900 -4.042 -2.791  -0.21
O3 3.443 -2.760 -1.158  -0.43
P2 4.874 -3.713 -1.434  0.92
C6 5.930 -2.886 -0.193  -0.26
C7 5.445 -3.005 -3.014  -0.26
O4 1.021 -2.178 -1.370  -0.25
S1 0.839 -1.083 -0.274  0.65
O5 2.078 -0.703 0.298  -0.21
O6 -0.070 -0.128 -0.802  -0.21
C8 -0.147 -1.974 1.030  -0.45
F1 0.642 -2.288 2.054  0.15
F2 -0.641 -3.090 0.494  0.13
C9 -1.384 -1.172 1.561  -0.37
F3 -1.884 -1.956 2.542  0.16
F4 -2.309 -1.072 0.617  0.18
C10 -1.073 0.238 2.162  -0.35
F5 -1.538 1.173 1.330  0.16
F6 0.253 0.394 2.292  0.16
C11 -1.715 0.518 3.546  -0.54
F7 -3.033 0.345 3.493  0.19
F8 -1.188 -0.258 4.488  0.20
F9 -1.464 1.796 3.868  0.17
H1 3.269 -3.155 3.458  0.08
H2 4.169 -4.609 2.965  0.08
H3 3.737 -4.318 4.665  0.08
H4 1.287 -4.438 4.006  0.13
H5 1.317 -6.988 3.922  0.08
H6 3.097 -6.866 3.840  0.09
H7 2.227 -6.233 5.234  0.08
H8 1.561 -6.222 1.768  0.12
H9 0.571 -4.800 1.873  0.11
H10 3.334 -5.138 0.711  0.11
H11 2.837 -3.509 1.242  0.10
H12 6.520 -3.635 0.336  0.03
H13 5.281 -2.393 0.537  0.04
H14 6.571 -2.116 -0.623  0.04
H15 6.446 -2.584 -2.925  0.04
H16 4.752 -2.242 -3.373  0.05
H17 5.419 -3.828 -3.734  0.01
C12 2.129 -4.071 -6.103  0.05
N1 3.577 -3.870 -5.845  -0.43
O7 4.211 -4.770 -5.323  0.04
O8 4.055 -2.802 -6.174  0.06
H18 1.842 -5.046 -5.733  0.07
H19 1.603 -3.286 -5.573  0.10
H20 1.980 -3.987 -7.176  0.11
C13 0.530 -7.109 -3.439  0.06
N2 -0.054 -7.512 -4.751  -0.44
O9 0.009 -6.712 -5.663  0.05
O10 -0.558 -8.611 -4.818  0.07
H21 0.937 -6.107 -3.533  0.06
H22 -0.274 -7.149 -2.709  0.10
H23 1.299 -7.836 -3.196  0.10
C14 -3.533 -3.969 -0.896  0.03
N3 -3.244 -5.416 -0.694  -0.45
O11 -2.922 -5.783 0.420  0.06
O12 -3.342 -6.141 -1.662  0.06
H24 -3.404 -3.462 0.051  0.08
H25 -2.828 -3.616 -1.643  0.11
H26 -4.550 -3.877 -1.261  0.08
C15 -5.973 0.135 -2.101  0.04
N4 -5.791 -1.328 -1.905  -0.43
O13 -5.482 -1.725 -0.797  0.05
O14 -5.960 -2.052 -2.866  0.06
H27 -5.799 0.629 -1.155  0.06
H28 -5.271 0.448 -2.867  0.10
H29 -6.990 0.288 -2.445  0.10
C16 0.811 3.066 0.190  0.05
N5 1.811 4.162 0.304  -0.43
O15 2.648 4.071 1.184  0.05
O16 1.724 5.078 -0.483  0.08
H30 1.028 2.335 0.958  0.07
H31 -0.170 3.512 0.320  0.10
H32 0.901 2.636 -0.803  0.10
C17 -5.979 2.390 2.598  0.06
N6 -6.215 2.185 1.145  -0.43
O17 -5.944 3.086 0.380  0.08
O18 -6.673 1.107 0.811  0.04
H33 -5.579 3.386 2.743  0.10
H34 -6.935 2.268 3.095  0.07
H35 -5.280 1.625 2.922  0.09
C18 -0.784 3.980 6.037  0.04
N7 -1.176 4.189 7.459  -0.46
O19 -0.314 4.500 8.251  0.08
O20 -2.350 4.022 7.724  0.06
H36 0.280 4.162 5.944  0.10
H37 -1.040 2.956 5.792  0.07
H38 -1.364 4.677 5.439  0.10
C19 4.424 6.397 2.405  0.04
N8 4.627 6.434 3.878  -0.45
O21 5.657 5.975 4.331  0.05
O22 3.736 6.924 4.545  0.05
H39 5.291 5.931 1.953  0.10
H40 3.527 5.817 2.220  0.07
H41 4.293 7.419 2.068  0.07
C20 5.614 10.164 -0.659  0.05
N9 4.677 9.265 0.067  -0.44
O23 4.715 8.077 -0.182  0.06
O24 3.927 9.777 0.874  0.06
H42 6.211 9.568 -1.339  0.05
H43 5.006 10.891 -1.189  0.10
H44 6.221 10.660 0.092  0.10
C21 -8.570 -0.182 -6.124  0.05
N10 -7.582 0.906 -5.877  -0.44
O25 -6.777 0.740 -4.982  0.05
O26 -7.646 1.882 -6.591  0.07
H45 -8.380 -0.978 -5.415  0.09
H46 -9.559 0.249 -5.998  0.10
H47 -8.431 -0.514 -7.149  0.10
C22 7.710 8.251 -5.306  0.05
N11 7.930 8.409 -3.842  -0.44
O27 8.967 7.999 -3.371  0.09
O28 7.037 8.945 -3.212  0.04
H48 8.580 7.762 -5.727  0.09
H49 6.810 7.656 -5.432  0.10
H50 7.565 9.245 -5.717  0.10
C23 -10.308 0.329 3.965  0.05
N12 -9.303 1.401 4.199  -0.45
O29 -8.468 1.226 5.061  0.07
O30 -9.380 2.389 3.495  0.05
H51 -10.108 -0.478 4.659  0.10
H52 -11.288 0.768 4.125  0.10
H53 -10.200 0.011 2.932  0.10

F_max in hartree/bohr: 0.01088
Highest occupied orbital energy in eV: -9.670
LUMO energy in eV: -0.2117
Kohn-Sham gap in hartree: 0.3476
2S+1: 1